{
  "formula": "C2H4N2O3",
  "method": "ωB97M-V/def2-TZVPD",
  "homo_lumo_gap_ev": 9.522,
  "species": ["C", "C", "H", "H", "H", "H", "N", "N", "O", "O", "O"],
  "coordinates": [[-0.20, -0.98, 0.80], [-1.10, 1.24, -0.55], [2.56, 0.07, 0.64], [-0.95, -1.36, 1.32], [0.44, 0.16, -1.46], [-0.83, 2.31, -0.92], [0.99, -0.72, 1.25], [-0.52, 0.05, -1.22], [1.92, -1.02, 0.17], [-0.58, -1.09, -0.52], [-1.73, 1.34, 0.47]]
}

***

{
  "formula": "C21H17FeN3O2S2",
  "method": "ωB97M-V/def2-TZVPD",
  "homo_lumo_gap_ev": [7.570, 7.522],
  "spin_multiplicity": 5,
  "species": ["Fe", "C", "C", "C", "C", "C", "C", "C", "S", "O", "O", "N", "C", "C", "C", "C", "C", "C", "C", "C", "N", "C", "H", "H", "H", "H", "H", "H", "H", "H", "H", "H", "H", "H", "H", "S", "C", "C", "C", "C", "C", "N", "H", "H", "H", "H"],
  "coordinates": [[-1.65, -1.31, 0.86], [3.66, 1.07, -3.96], [3.01, 0.26, -2.85], [3.15, 0.69, -1.52], [2.52, -0.05, -0.53], [1.83, -1.22, -0.86], [1.83, -1.63, -2.21], [2.37, -0.92, -3.20], [1.11, -2.23, 0.51], [0.10, -3.12, -0.11], [2.23, -2.81, 1.23], [0.25, -1.19, 1.36], [0.65, -0.24, 2.35], [1.94, 0.00, 2.84], [2.17, 1.01, 3.78], [1.10, 1.74, 4.21], [-0.19, 1.55, 3.77], [-1.31, 2.20, 4.27], [-2.56, 2.03, 3.72], [-2.68, 1.11, 2.65], [-1.65, 0.39, 2.30], [-0.42, 0.58, 2.78], [4.49, 0.57, -4.44], [3.93, 2.04, -3.67], [2.93, 1.24, -4.76], [3.66, 1.54, -1.19], [2.63, 0.29, 0.48], [1.36, -2.64, -2.36], [2.28, -1.31, -4.19], [2.70, -0.67, 2.43], [3.23, 1.16, 4.10], [1.21, 2.54, 4.96], [-1.20, 2.84, 5.14], [-3.50, 2.50, 4.06], [-3.65, 0.80, 2.21], [-4.00, -1.85, 0.67], [-3.64, -1.15, -0.85], [-4.60, -1.13, -1.88], [-4.17, -0.75, -3.17], [-2.86, -0.34, -3.35], [-1.97, -0.35, -2.28], [-2.35, -0.72, -1.04], [-5.58, -1.54, -1.60], [-4.92, -0.73, -3.89], [-2.50, -0.26, -4.36], [-0.95, 0.02, -2.41]]
}

***

In kJ/mol, the energy above the lowest of the compared OMol25 structures with the same formula, charge and spin values for the records above are, in order, 795.2, 49.8.